Entry 1:
Formula: C22H29GaN3P2
Source: OMol25
Level of theory: ωB97M-V/def2-TZVPD

Results
E_LUMO in eV: -3.0
Total charge: +1
Kohn-Sham gap in eV: 6.611
HOMO level in eV: -9.60

Atoms and positions in Å:
C 2.07 -4.24 -2.18
C 1.57 -2.98 -2.46
C 0.19 -2.83 -2.80
C -0.68 -3.98 -2.78
C -0.12 -5.25 -2.45
C 1.23 -5.37 -2.16
C -2.04 -3.76 -3.04
C -2.52 -2.48 -3.36
C -1.56 -1.41 -3.40
C -2.01 -0.08 -3.66
C -3.36 0.16 -3.85
C -4.30 -0.89 -3.81
C -3.89 -2.19 -3.58
H 3.13 -4.35 -1.95
H -0.80 -6.11 -2.43
H 1.65 -6.34 -1.88
H -2.73 -4.59 -2.97
H -3.70 1.18 -4.00
H -5.36 -0.66 -3.94
H -4.60 -3.03 -3.55
N -0.27 -1.60 -3.08
Ga 0.04 0.06 0.13
C 2.41 -1.73 -2.39
H 2.13 -1.04 -3.20
H 3.48 -1.98 -2.46
C -0.99 1.04 -3.63
H -0.05 0.69 -4.08
H -1.38 1.92 -4.17
P 2.16 -0.76 -0.83
P -0.57 1.53 -1.89
C -2.09 2.43 -1.43
H -1.97 2.85 -0.42
H -2.26 3.24 -2.15
H -2.94 1.74 -1.44
C 0.65 2.85 -2.21
H 0.21 3.56 -2.91
H 0.91 3.36 -1.27
H 1.55 2.42 -2.66
C 2.90 -1.93 0.36
H 3.90 -2.20 0.00
H 2.99 -1.44 1.34
H 2.27 -2.83 0.43
C 3.53 0.42 -1.00
H 3.69 0.93 -0.04
H 4.42 -0.18 -1.26
H 3.33 1.14 -1.80
H -1.41 -0.14 -0.60
H 0.00 -1.10 1.20
N 2.25 2.58 2.54
C 1.35 3.56 2.11
C 0.43 2.94 1.33
N 0.78 1.57 1.25
C 1.88 1.41 2.01
H 3.01 2.70 3.19
H 1.39 4.58 2.43
H -0.46 3.33 0.87
H 2.41 0.48 2.22

Here are the natural (NBO) charges for atoms 1 to 2, given in e: atom 1 (C): -0.126, atom 2 (C): -0.085

***

Entry 2:
Formula: C4H8O3
Source: OMol25
Level of theory: ωB97M-V/def2-TZVPD

Results
E_LUMO in eV: 0.8
Total charge: 0
SMILES: CCOC(=O)CO
Kohn-Sham gap in eV: 11.396
HOMO level in eV: -10.56

Atoms and positions in Å:
C -2.33 -0.02 0.41
C -1.37 -0.61 -0.61
O -0.19 0.20 -0.72
C 0.87 -0.15 0.02
O 0.92 -1.12 0.75
C 2.03 0.81 -0.14
O 3.15 0.34 0.54
H -1.88 -0.04 1.41
H -2.57 1.01 0.15
H -3.26 -0.60 0.43
H -1.80 -0.61 -1.62
H -1.07 -1.63 -0.35
H 2.23 0.93 -1.21
H 1.70 1.79 0.24
H 2.86 -0.46 1.02

Here are the natural (NBO) charges for atoms 1 to 2, given in e: atom 1 (C): -0.634, atom 2 (C): -0.080

***

Entry 3:
Formula: C26H17Cl5N8OS4V
Source: OMol25
Level of theory: ωB97M-V/def2-TZVPD

Results
<S²>: 3.773
E_LUMO (spin up / spin down) in eV: 3.9 / 3.9
Total charge: -2
Kohn-Sham gap (spin up / spin down) in eV: 5.564 / 6.286
HOMO level (spin up / spin down) in eV: -1.66 / -2.38
2S+1: 4

Atoms and positions in Å:
V 0.80 0.65 -0.29
N -3.02 -1.22 -1.61
C -1.67 -1.51 -1.66
S -1.03 -2.10 -3.13
N -1.06 -1.45 -0.52
N 0.21 -1.18 -0.29
C 0.94 -2.01 0.44
C 0.43 -3.29 0.98
C 1.17 -4.47 0.90
C 0.70 -5.65 1.46
C -0.53 -5.67 2.10
C -1.29 -4.51 2.16
C -0.82 -3.33 1.61
C 2.25 -1.49 0.74
C 3.25 -2.13 1.47
C 4.48 -1.53 1.62
C 4.71 -0.29 1.01
C 3.66 0.32 0.36
N 2.44 -0.23 0.25
H -3.58 -1.72 -2.29
H -3.41 -1.11 -0.69
H 2.11 -4.46 0.36
H 1.30 -6.55 1.39
H -0.90 -6.59 2.54
H -2.25 -4.52 2.66
H -1.40 -2.42 1.67
H 3.05 -3.08 1.94
H 5.27 -2.01 2.18
H 5.67 0.21 1.07
H 3.77 1.31 -0.06
Cl -2.01 3.26 6.52
C -1.58 2.49 5.03
C -0.24 2.29 4.71
Cl 0.99 2.81 5.80
C 0.11 1.66 3.53
Cl 1.76 1.41 3.13
C -0.86 1.19 2.57
O -0.60 0.58 1.49
C -2.22 1.42 2.97
Cl -3.44 0.85 1.90
C -2.56 2.06 4.15
Cl -4.22 2.33 4.53
S 1.74 0.96 -2.44
C 2.06 2.59 -1.94
S 1.71 2.93 -0.30
C 2.60 3.53 -2.82
C 2.93 3.22 -4.16
N 3.21 3.03 -5.27
C 2.92 4.84 -2.40
N 3.22 5.92 -2.08
S -1.45 2.00 -0.85
C -2.01 2.00 -2.41
N -3.33 2.23 -2.71
C -3.61 2.02 -4.12
C -2.22 1.69 -4.70
N -1.35 1.90 -3.56
H -4.01 2.06 -1.99
H -4.03 2.93 -4.56
H -4.32 1.20 -4.28
H -1.95 2.35 -5.53
H -2.15 0.65 -5.02
H -0.37 1.61 -3.55

Here are the natural (NBO) charges for atoms 1 to 2, given in e: atom 1 (V): 0.859, atom 2 (N): -0.829

***

Q: Which maximum force values were calculated for the entries above? A: 0.04326, 0.00936, 0.05830, in hartree/bohr.
Q: Which calculated total energy values were calculated for the entries above? A: -3627.27464, -382.93763, -6352.18703, in a.u..